Molecular formula: C11H15N
Method: DFT, wB97M-V/def2-TZVPD

Values from the calculation:
- frontier orbital gap (eV) = 8.880
- relative energy (zero: lowest compared OMol25 entry of this formula, charge and spin) (kJ/mol) = 80.07
- SMILES string = Cc1c[nH]c2ccccc12.CC
- HOMO level (eV) = -7.912
- largest force on an atom (hartree/bohr) = 0.044
- calculated total energy (Ha) = -482.88468

Last column: natural (NBO) charge in e.
Atoms and positions in Å:
N: -0.0928 -3.3259 -0.6764  -0.53
C: 1.2822 2.9533 1.1626  -0.61
C: 1.1694 -2.7200 -0.8608  -0.06
C: -2.3989 -2.5315 -0.1287  -0.23
C: -2.3854 -0.1975 0.4181  -0.24
C: 0.4904 3.8112 0.1558  -0.62
C: 2.2401 -0.4640 -0.6036  -0.63
C: 1.0586 -1.4226 -0.4856  -0.09
C: -0.3126 -1.1185 -0.2125  -0.05
C: -0.9768 -2.3710 -0.3210  0.13
C: -3.0907 -1.3880 0.1588  -0.22
C: -1.0559 0.0304 0.1728  -0.21
H: -4.1626 -1.3760 0.1292  0.21
H: -0.5686 0.9369 0.4650  0.22
H: 2.2100 -0.1788 -1.6580  0.22
H: 2.0989 -3.1949 -1.1503  0.21
H: 3.1433 -1.0189 -0.3404  0.21
H: -0.2425 -4.3171 -0.7518  0.41
H: 0.5152 3.4392 -0.8716  0.21
H: -0.5518 3.9907 0.4451  0.21
H: 2.2515 3.4089 1.3480  0.21
H: -2.8415 -3.5133 -0.2930  0.21
H: -2.9976 0.6032 0.8109  0.20
H: 0.6811 2.9187 2.0783  0.21
H: 0.9718 4.7908 0.0992  0.20
H: 2.1637 0.3106 0.1434  0.21
H: 1.4016 1.9440 0.7665  0.20

Cartesian forces (eV/Å) of the 6 atoms listed first:
1.99 -0.37 -0.82
-1.00 0.16 -0.38
-0.99 -0.12 1.09
1.76 0.01 -0.64
-0.85 1.22 -0.14
0.35 0.62 -0.21